# C15H29ClFN2O5

3 unconnected molecules or ions with the total composition C15H29ClFN2O5 in a non-equilibrium geometry (ωB97M-V with the def2-TZVPD basis set, OMol25).

The calculation puts the molar mass at 371.9 g mol⁻¹. Its spin multiplicity is 1. As for the gap between HOMO and LUMO: 7.0 eV. Its total charge is +1. The LUMO energy is -4.158 eV. As for the HOMO energy: -11.196 eV.

Atoms and positions in Å:
O 0.127 -1.154 2.590
H 0.303 -2.430 -0.449
O -0.690 1.564 3.379
C 0.562 1.674 4.046
H 3.230 -2.047 -2.946
C -1.032 1.841 -2.282
H -0.106 -4.012 0.237
C -3.957 0.177 -1.150
H -1.852 -0.608 2.246
H 1.124 1.179 -0.614
H 0.797 -2.517 -2.776
O 2.680 -1.730 -1.010
C -3.484 1.020 -2.466
O -3.091 -0.594 -0.654
H -3.843 3.446 -0.731
H -0.518 1.049 -2.916
O 1.029 -4.113 -1.461
H 2.593 2.285 -0.105
C 1.536 -3.278 -2.497
H -3.009 0.279 -3.213
H 2.675 -3.325 0.348
Cl -5.623 0.396 -0.438
C -0.841 -0.371 1.898
H 0.444 1.366 1.643
N -2.455 1.999 -1.944
C 1.127 3.295 -1.499
H 0.373 1.729 5.120
C 1.897 1.967 -0.952
C 3.050 -2.306 0.238
H -4.383 1.542 -2.945
H 3.614 -3.388 -1.860
F 1.451 3.488 -2.909
H -1.013 -2.442 3.736
H 1.067 2.593 3.729
C -2.804 3.118 -1.098
C -0.334 -1.592 3.863
N -1.526 3.760 -0.802
H 0.530 -1.915 4.446
H 4.141 -2.305 0.332
H 2.628 -1.692 1.037
H 1.209 0.816 3.851
H 1.704 -3.917 -3.369
C -0.469 3.038 -1.473
C 0.026 -3.459 -0.694
H -1.365 4.582 -0.203
H -0.778 -0.647 0.840
C 2.858 -2.632 -2.099
H 1.438 4.217 -0.885
C -0.551 1.122 2.031
H -1.287 1.676 1.437
H -0.844 -0.795 4.411
H 2.563 1.515 -1.772
H -0.921 -3.464 -1.245

***

# C15H29ClFeNP2S4SbTe

A molecular structure, C15H29ClFeNP2S4SbTe in a non-equilibrium geometry (ωB97M-V with the def2-TZVPD basis set, OMol25).

The calculation puts the molar mass at 754.3 g mol⁻¹. Its spin multiplicity is 5. As for the gap between HOMO and LUMO (spin up / spin down): 3.9 / 4.0 eV. Its total charge is -2. The LUMO energy (spin up / spin down) is 3.616 / 3.611 eV. As for the HOMO energy (spin up / spin down): -0.269 / -0.435 eV.

Atoms and positions in Å:
H 3.603 -4.079 2.011
H -4.260 1.932 1.240
H 2.166 1.400 1.368
H 1.847 -5.279 -0.325
H 1.476 0.768 2.735
C -4.970 4.582 -1.868
C 1.315 -1.925 -1.980
Fe 0.770 -1.297 1.228
H 0.257 -4.467 -0.189
H 1.099 -5.010 1.272
H -5.910 4.821 -2.352
H 2.913 0.166 2.192
S -0.125 -0.140 4.160
H -1.396 -3.039 1.570
S 0.697 -1.869 3.493
H -5.726 2.795 -0.946
S 3.369 -4.335 4.696
P 0.736 -0.445 -1.006
H -0.909 1.102 -1.952
H -1.818 -1.378 1.925
H -3.939 6.296 -2.650
C -3.566 1.886 0.401
C 2.507 -2.600 -1.307
C -0.464 0.161 -2.280
H 0.458 -2.607 -2.005
C -2.563 3.950 -0.612
H 2.378 0.681 -2.455
H 2.975 0.512 -0.780
H 4.383 -2.735 1.207
H 1.545 -1.625 -3.008
C 1.238 -4.599 0.271
C -3.868 5.407 -2.034
C 2.105 0.733 -1.398
H 4.148 -4.283 0.311
S 4.630 -1.170 3.265
C -1.263 3.615 0.064
H -0.971 4.404 0.757
H -1.262 -0.570 -2.378
Te -1.534 1.745 1.143
H 1.761 1.742 -1.160
C -1.287 -2.015 1.214
C 3.723 -3.586 1.040
H -0.461 3.518 -0.672
Sb 3.022 -2.026 4.754
C -3.667 3.124 -0.446
Cl -2.317 -1.963 -0.295
H 0.036 0.302 -3.242
H 2.815 -3.506 -1.836
H -3.803 0.991 -0.176
H 3.358 -1.912 -1.281
C -4.870 3.446 -1.080
C -2.671 5.094 -1.409
H -1.807 5.735 -1.540
P 2.102 -2.988 0.465
N 1.997 0.538 1.878

***

# C15H29F11N3O7S

4 unconnected molecules or ions with the total composition C15H29F11N3O7S in a non-equilibrium geometry (ωB97M-V with the def2-TZVPD basis set, OMol25).

The calculation puts the molar mass at 604.5 g mol⁻¹. Its spin multiplicity is 1. As for the gap between HOMO and LUMO: 7.6 eV. Its total charge is +1. The LUMO energy is -4.775 eV. As for the HOMO energy: -12.421 eV.

Atoms and positions in Å:
S -5.945 1.744 -1.917
H 3.025 -3.885 -5.404
H 4.876 0.815 3.658
C 1.201 -1.379 0.536
F -6.185 0.694 -0.591
N 2.211 2.151 0.322
H 4.608 -2.266 3.222
H 0.082 2.826 1.343
H -0.833 -0.230 2.049
H -0.977 -0.720 -0.136
O 1.273 -4.261 -1.650
C -0.227 1.767 0.887
H -4.347 0.316 1.158
O 4.848 -1.868 4.076
H 0.034 0.059 -3.481
F -7.371 1.089 -2.619
O -0.427 -0.480 -2.760
F -6.909 3.003 -1.272
H -0.418 1.315 3.117
H 1.888 1.065 -1.900
H 6.563 -1.486 5.133
O -2.781 -2.237 -1.986
H 0.897 -2.072 1.458
O 3.157 -1.950 -4.718
O 3.432 2.183 3.132
F -2.890 -3.464 0.085
F -3.031 3.463 0.580
C 3.819 1.020 3.842
C 1.123 1.056 0.246
F -3.229 1.786 -2.076
C -2.561 1.237 2.279
H 2.304 2.354 1.356
H 3.646 1.170 4.910
C 0.863 0.808 -1.345
H 6.710 -1.365 3.361
C -2.078 -2.779 -0.989
H 1.343 -1.019 -2.185
H 1.466 -3.063 -5.085
H 6.584 -2.970 4.145
C -0.046 -1.349 -0.543
H -0.980 2.039 0.002
O 1.648 -0.072 1.011
H 3.220 0.175 3.493
H -2.779 2.257 2.822
H 0.065 1.533 -1.840
C -4.338 2.438 -1.292
H 1.847 3.049 -0.081
C -3.412 1.007 0.890
C 2.493 -3.201 -4.739
H 2.090 -1.951 -0.007
F -0.345 -3.447 -3.249
H 3.979 2.915 3.463
N 0.469 -0.596 -1.745
F -5.032 0.519 -2.747
F -5.258 2.862 1.146
H 2.482 -3.614 -3.728
H -2.938 0.392 3.033
H 3.150 -1.608 -5.628
C 0.184 -3.512 -1.835
F -5.771 2.729 -3.352
H -2.826 0.421 0.051
N -0.580 -2.733 -0.802
C -4.099 2.422 0.320
F -4.300 3.889 -1.713
C -0.926 0.934 2.108
C 6.259 -1.927 4.181

***

# C15H29FNO9S2

3 unconnected molecules or ions with the total composition C15H29FNO9S2 in a non-equilibrium geometry (ωB97M-V with the def2-TZVPD basis set, OMol25).

The calculation puts the molar mass at 450.5 g mol⁻¹. Its spin multiplicity is 2. As for the gap between HOMO and LUMO (spin up / spin down): 9.1 / 9.6 eV. The energy relative to the best compared isomer or geometry (same formula, charge and spin) is 0.489 eV. The LUMO energy (spin up / spin down) is 0.279 / -0.010 eV. As for the HOMO energy (spin up / spin down): -8.777 / -9.577 eV.

Atoms and positions in Å:
H -2.219 -3.364 -4.462
H 0.031 -2.608 2.538
N 0.928 0.300 1.054
C -2.564 -1.632 2.709
H 0.857 2.748 0.747
O 0.344 4.454 -2.529
H -4.172 -2.148 1.349
C 0.774 1.405 3.312
H -0.219 3.288 2.022
H -0.880 -0.824 3.714
H 2.416 -2.337 2.656
H -1.771 1.137 2.922
H 0.874 5.050 -4.428
C -1.060 -2.719 -2.747
C -1.210 -0.901 2.683
O -1.015 -6.196 -3.167
C -1.296 0.540 2.150
H -0.840 2.499 0.542
H -0.726 -2.224 1.035
C -0.052 2.519 1.283
F -4.194 -0.181 1.759
H -0.142 -2.161 -2.551
C 1.170 4.303 -3.689
H 2.354 -1.307 -0.316
C 0.098 1.136 1.960
O 2.430 5.613 -2.237
H 0.813 -2.207 -0.385
H 3.041 -0.716 2.303
O 1.187 4.820 -0.261
O 1.157 -5.099 -2.693
C 2.577 4.547 -3.184
H 0.352 2.292 3.760
H -1.851 0.632 1.225
H -2.877 -1.186 0.615
H 2.974 3.672 -2.664
S 1.011 5.488 -1.499
O -0.329 -4.179 -4.411
O 0.348 6.736 -1.588
H -2.342 -2.700 2.687
O 0.407 0.339 -0.141
H -1.911 -2.163 -2.363
C 1.098 -1.125 1.476
H -0.899 -2.240 -4.865
H 1.042 3.306 -4.103
H 2.131 -2.772 0.630
H -3.122 -1.466 3.626
C -0.225 -1.775 1.886
H 1.783 -0.980 3.529
H 1.828 1.587 3.129
C 1.634 -1.894 0.238
C -1.200 -3.058 -4.216
C -3.449 -1.357 1.525
S -0.211 -5.036 -3.058
C 2.161 -1.292 2.560
O -0.966 -3.992 -2.097
H 3.261 4.846 -3.973
H 0.662 0.580 4.003

***

# C15H29IO11S

3 unconnected molecules or ions with the total composition C15H29IO11S in a non-equilibrium geometry (ωB97M-V with the def2-TZVPD basis set, OMol25).

The calculation puts the molar mass at 544.4 g mol⁻¹. Its spin multiplicity is 1. As for the gap between HOMO and LUMO: 9.8 eV. The energy relative to the best compared isomer or geometry (same formula, charge and spin) is 3.601 eV. The LUMO energy is 0.255 eV. As for the HOMO energy: -9.564 eV.

Atoms and positions in Å:
H -1.068 2.103 -2.163
C -0.225 -0.728 -0.210
H 3.116 -2.457 -2.662
H -1.791 2.253 2.838
C 1.852 0.236 -1.072
H 2.660 -7.495 -5.515
H -2.000 -2.103 6.673
O -0.591 2.457 1.118
O 0.443 -0.082 -1.348
H -2.985 1.825 0.321
C -3.337 2.864 -0.087
O 2.084 -4.928 -2.839
O 3.360 -5.853 -4.511
C 3.090 -4.955 -3.530
H -0.602 -1.790 -0.604
H -2.114 0.527 2.587
H -4.503 2.926 0.167
H 1.759 5.203 -0.868
O -1.712 -0.060 6.396
H 1.446 4.118 0.650
C 3.989 -3.084 -2.452
H -1.644 -1.151 8.127
H -2.439 1.598 -3.493
H -4.339 2.469 -2.115
H 2.198 -7.429 -3.803
C 0.727 -1.034 1.087
C -2.190 -1.151 7.180
H -3.257 -1.033 7.396
O -1.763 1.129 4.549
O -3.183 -0.668 4.739
H -2.422 0.781 -1.792
H 1.955 1.776 0.648
C -2.299 1.377 3.251
C -3.283 2.894 -1.757
O -0.216 4.157 -0.795
H 1.176 -0.084 1.612
H 3.914 -3.534 -1.457
C 1.917 2.966 -1.388
O 4.135 -4.093 -3.450
C -2.309 0.060 5.183
H 4.881 -2.452 -2.477
O -2.724 4.037 0.544
H 1.536 -1.862 0.829
H -3.370 1.597 3.311
I -3.111 4.900 -2.606
C -2.179 1.799 -2.364
C 2.339 -6.830 -4.708
H -1.137 -0.073 0.180
H 1.401 -6.352 -5.008
H 0.021 -1.543 1.904
C 1.239 4.218 -0.509
C 2.364 1.694 -0.445
O 2.806 -0.654 -1.362
H 2.798 3.353 -2.061
S -1.041 3.915 0.717
H 3.552 1.662 -0.408
H 1.078 2.587 -2.147

***

# C15H29KNO9

A molecular structure, C15H29KNO9 in a non-equilibrium geometry (ωB97M-V with the def2-TZVPD basis set, OMol25).

The calculation puts the molar mass at 406.5 g mol⁻¹. Its spin multiplicity is 1. As for the gap between HOMO and LUMO: 4.0 eV. Its total charge is -1. The LUMO energy is 1.326 eV. As for the HOMO energy: -2.704 eV.

Atoms and positions in Å:
C -1.403 -0.335 5.143
O -2.699 5.475 6.719
H -4.202 2.306 3.122
C -3.755 2.912 2.319
H 0.758 2.207 4.347
O -3.774 2.016 8.977
H -1.470 2.222 3.180
H -2.838 5.653 8.800
C -3.906 0.577 8.777
O -0.037 2.867 6.095
O -0.686 -0.721 7.383
C -1.032 -0.185 3.812
C -0.332 -0.743 6.187
C 1.294 -1.075 4.352
H -0.909 4.763 4.565
C 0.463 3.161 4.805
H -4.797 1.512 0.208
H -4.901 0.287 9.121
H 1.636 -1.487 6.462
O 0.659 -0.239 2.206
C -4.023 1.095 0.873
H -4.505 2.312 9.522
O -5.629 2.576 6.151
H 1.077 1.197 6.646
H -3.176 4.550 3.547
N -1.741 3.064 3.686
C 0.950 2.251 6.913
C -3.445 5.754 7.893
C -5.766 3.932 5.788
H -3.133 0.059 9.336
H -1.751 0.243 3.118
H -3.814 0.361 7.716
K -2.804 2.568 6.319
C 0.930 -1.123 5.726
H 0.612 2.326 7.945
H 1.902 2.786 6.820
H -4.522 0.541 1.678
H -2.051 6.176 6.618
H -4.754 4.343 5.763
C -2.695 3.820 2.881
C 0.294 -0.456 3.357
H -4.281 5.065 7.981
H -6.376 4.583 6.418
O 2.326 -1.555 3.897
H -3.855 6.771 7.917
C -0.584 3.884 3.995
H -6.478 2.130 6.193
H -3.437 0.381 0.296
H -0.103 4.247 3.071
H 1.347 3.813 4.863
H -4.557 3.527 1.871
O -3.161 2.087 1.355
O -2.523 -0.003 5.614
H -6.110 3.991 4.748
H -2.223 4.377 2.055

***

# C15H29LuS

A molecular structure, C15H29LuS in a non-equilibrium geometry (ωB97M-V with the def2-TZVPD basis set, OMol25).

The calculation puts the molar mass at 416.4 g mol⁻¹. Its spin multiplicity is 1. As for the gap between HOMO and LUMO (spin up / spin down): 5.7 / 5.4 eV. Its total charge is +2. The LUMO energy (spin up / spin down) is -9.687 / -9.838 eV. As for the HOMO energy (spin up / spin down): -15.337 / -15.260 eV.

Atoms and positions in Å:
C 0.288 1.663 -1.192
H 4.185 -1.774 -0.549
H -2.142 1.748 -2.454
C 1.110 1.518 2.478
C -2.239 -1.292 0.319
C -1.025 1.762 -0.633
C 1.226 1.560 -0.122
H -4.121 -1.335 -1.514
H 2.604 -3.927 1.547
H -1.301 -2.679 -1.066
H 1.601 2.469 2.693
H 0.714 -1.036 2.288
H -2.952 -0.500 0.524
H 3.511 -2.685 2.547
C -3.456 -2.213 -1.592
C 2.553 -2.955 2.066
C 3.201 -2.260 -0.610
H -3.360 -2.511 -2.698
H -3.804 -3.044 -0.991
H 3.121 2.588 -0.160
H -2.384 -2.162 1.050
C 0.495 1.588 1.122
H -2.947 1.471 1.400
H -0.202 1.425 -3.244
H 0.941 2.742 -2.985
C -2.059 -1.758 -1.044
Lu -0.107 -0.622 0.494
H 1.862 0.731 2.536
H -1.790 1.575 2.737
S 2.277 -1.664 0.843
H -2.683 2.989 -1.319
C 0.641 1.742 -2.633
H 3.286 -3.351 -0.546
H 0.350 1.319 3.233
H -1.626 -1.020 -1.793
C -2.283 1.967 -1.396
C 2.702 1.575 -0.283
C -0.907 1.733 0.795
H -2.245 3.028 1.829
H 1.724 -2.929 2.789
H 3.180 0.938 0.464
H 1.475 1.070 -2.838
C -2.031 1.955 1.741
H 2.690 -1.957 -1.537
H 2.990 1.222 -1.269
H -3.063 1.294 -1.028

***

# C15H29N3O2S

A single C15H29N3O2S molecule (ωB97M-V with the def2-TZVPD basis set, OMol25).

The calculation puts the molar mass at 315.5 g mol⁻¹. Its spin multiplicity is 1. As for the gap between HOMO and LUMO: 9.2 eV. The energy relative to the best compared isomer or geometry (same formula, charge and spin) is 0.317 eV. The LUMO energy is 0.719 eV. As for the HOMO energy: -8.447 eV.

Atoms and positions in Å:
C 1.848 3.823 -1.231
N 0.614 0.209 0.839
H -4.765 -1.223 -2.388
H 1.821 -5.977 0.951
H -2.195 -2.556 -3.361
C 1.726 -3.633 3.533
H 0.726 -3.479 3.954
C 1.741 -4.918 2.757
H -0.612 -1.017 -1.387
H -2.974 -1.391 -0.650
H -0.974 3.591 -0.726
H -0.260 0.300 1.342
H 2.949 -2.440 2.319
H 1.667 5.558 0.905
H -2.236 1.559 -1.512
C 1.033 3.666 0.056
H 2.647 3.223 1.062
C 1.088 -1.623 2.276
C -3.886 -0.584 -2.417
C 0.911 0.731 -0.365
C -2.717 -1.263 -1.708
C 1.828 -5.021 1.445
H -3.636 -0.392 -3.459
H 2.701 4.477 -1.056
C -1.436 -0.425 -1.793
H -1.668 -3.155 -1.786
C 0.737 5.049 0.655
H 1.237 4.257 -2.018
H 0.155 1.832 -1.988
N 2.034 -2.467 2.744
C -0.296 2.929 -0.185
H 2.219 2.855 -1.557
H 0.188 5.662 -0.055
C -0.167 1.614 -0.965
O 1.748 2.883 1.002
C -2.471 -2.644 -2.312
H -0.731 2.724 0.796
H 1.658 -5.801 3.375
H 0.148 4.945 1.562
H -1.204 -0.223 -2.841
C -1.521 0.894 -1.026
O 1.972 0.476 -0.913
H 1.895 -4.159 0.801
N 1.521 -0.638 1.458
H -1.891 0.699 -0.017
H -3.368 -3.256 -2.243
H 2.397 -0.668 0.943
S -0.498 -1.664 2.762
H -4.140 0.360 -1.942
H 2.438 -3.698 4.364

***

# C15H29N6O7

3 unconnected molecules or ions with the total composition C15H29N6O7 in a non-equilibrium geometry (ωB97M-V with the def2-TZVPD basis set, OMol25).

The calculation puts the molar mass at 405.4 g mol⁻¹. Its spin multiplicity is 1. As for the gap between HOMO and LUMO: 7.1 eV. Its total charge is +1. The LUMO energy is -4.065 eV. As for the HOMO energy: -11.163 eV.

Atoms and positions in Å:
H -5.284 -1.711 0.549
H 0.607 -3.055 0.072
C -2.357 2.410 0.491
N -2.549 1.046 0.342
H 1.929 -3.566 -5.874
N -1.372 3.000 1.246
N -3.231 3.191 -0.080
H 0.111 -1.203 -1.888
O -4.772 -0.853 2.405
C -0.715 -0.737 0.057
C 1.242 -2.310 -0.402
C 1.952 -1.764 1.852
C -3.589 -0.834 1.648
C 4.082 3.864 2.980
H -0.986 -4.177 -5.133
O 1.072 4.289 1.422
H -2.926 3.990 -0.623
H 4.097 1.684 2.792
N 1.248 -2.616 2.470
H 1.743 0.193 2.094
H 0.533 -3.678 -6.964
H -0.655 1.254 -0.678
O 0.068 -2.939 -3.865
N 2.308 -1.938 0.531
C -2.766 0.458 1.694
C 3.902 2.575 2.203
N 2.432 -0.511 2.346
C 0.049 -3.987 -4.848
H 5.066 4.308 2.875
H -1.829 0.258 -1.473
H -4.026 2.696 -0.472
C 0.289 -1.766 -4.500
H -1.843 0.282 2.247
C -4.886 -0.790 0.950
C -1.418 0.492 -0.490
H -1.356 -1.612 0.150
C 2.131 3.921 1.843
H 1.681 -2.799 -1.272
C 0.861 -3.374 -5.975
O 0.627 -1.971 -5.783
H -1.583 3.247 2.199
H 2.450 -0.514 3.361
H -0.433 3.182 0.910
H -3.023 -1.760 1.581
H 2.829 -1.147 0.183
C 0.464 -1.071 -0.865
H 0.482 -4.894 -4.440
O 0.198 -0.696 -3.981
H -3.384 1.154 2.266
H -5.305 0.173 0.695
H 1.151 -0.220 -0.854
H 1.044 -2.308 3.415
H 3.849 3.754 4.039
H 4.503 2.542 1.295
O 3.073 4.706 2.378
O 2.516 2.632 1.836
H -0.302 -0.503 1.041